No. 1
C38H45BN2O5PtS2 | wB97M-V/def2-TZVPD

Cartesian coordinates (Å):
H -2.2518 1.2620 2.5418
C 0.0671 5.8873 -1.6331
C 3.6155 -2.3595 -1.2121
O -1.4050 1.7856 0.6880
H 6.1615 -1.8295 -1.0459
H -1.9317 1.4557 -5.2053
H -5.2114 -0.8233 1.7877
H -3.2429 2.8923 -0.6699
C -0.7865 4.5075 0.6074
B -0.1075 -2.4759 0.1423
C 3.3874 2.4352 0.6617
C 2.9048 3.1764 -0.5873
H -1.0871 6.4296 1.5027
C -0.5159 -6.8159 -1.0433
O -2.1776 -0.4090 -1.1920
H -0.3249 1.2841 -3.3265
H 1.6528 3.0360 1.8269
C -2.2293 0.6822 3.4611
C 4.1300 1.1935 0.2249
C 2.9728 -3.0392 -0.0054
H 3.7219 -3.2424 0.7572
C -3.5008 2.2578 -3.9818
H 3.1055 -1.6919 -3.1955
H -2.5403 1.2979 4.3033
H 1.9686 -1.0155 2.8658
N -0.0053 -0.2379 2.7606
C 1.1243 -0.6424 3.4086
H -1.1107 3.9380 1.4645
Pt 0.0744 -0.4696 0.3818
H 7.3252 0.1408 -0.1695
H 0.3107 3.9580 -2.5401
H 4.4411 -2.9994 -1.5525
H 2.2721 2.5263 -1.1840
C 4.2093 -1.0536 -0.7518
H 2.3103 -3.1970 -2.7118
C -3.2484 -2.2255 0.4630
C -0.4531 -6.9795 0.3324
H 1.5711 1.3815 1.2102
C -3.8876 2.6404 -2.7073
C -4.7561 -2.3598 0.3489
N -0.3007 0.0310 4.9075
C -0.2804 -4.6420 0.6032
H -4.6983 1.0337 0.2630
H 2.5108 -3.9782 -0.2991
C -4.5492 0.0114 -0.0724
H -5.1360 -3.1479 0.9988
O -0.1645 -3.4230 1.1823
C -2.2215 1.7774 -4.2138
H -6.4089 -0.9567 0.4913
H -4.8926 2.9879 -2.5175
C -5.3429 -1.0034 0.7190
H -0.5333 -5.4411 -2.7040
C 3.4183 0.0783 -0.3501
C -0.3500 -5.8909 1.1858
C -1.3130 1.6936 -3.1702
H -0.7317 0.2686 5.7870
H 2.3436 4.0619 -0.3006
C -2.9778 2.5785 -1.6696
H -0.3087 -6.0071 2.2560
C -0.3337 -4.4761 -0.7907
C -0.7746 5.8916 0.6185
O -0.2456 -3.1576 -1.0720
H -4.7431 -0.0521 -1.1401
H 3.7521 3.4811 -1.1990
H -2.7067 -2.8069 -0.2745
H -2.9372 -0.1373 3.3494
H -5.0389 -2.6057 -0.6750
H -0.6115 -7.6908 -1.6676
H -0.3755 7.6576 -0.5122
C 5.5076 1.1886 0.2895
H 0.4282 6.4211 -2.4996
C -0.8572 0.1607 3.6777
C 2.6317 -2.2154 -2.3679
H -0.5087 -7.9741 0.7479
C 0.9608 -0.4770 4.7489
C 0.0283 4.5047 -1.6524
H 2.6349 1.7615 2.5680
S -0.5590 1.9952 -0.5134
C -1.7043 2.1001 -1.9081
C 2.2374 2.1380 1.6267
S -2.7548 -0.4601 0.1639
C -0.3629 6.5788 -0.5108
C -0.4089 3.8219 -0.5306
H 1.6059 -0.6637 5.5824
H 2.2029 -2.3877 0.4118
C 6.2469 0.1174 -0.1867
H 6.0310 2.0466 0.6969
O 2.1574 0.1560 -0.5628
H 1.7541 -1.6580 -2.0550
H -2.8892 -2.4668 1.4628
H 4.0964 3.0896 1.1868
C -0.4667 -5.5612 -1.6351
C 5.5841 -0.9867 -0.6919
H -4.1959 2.3295 -4.8042

Computed properties:
Frontier orbital gap (alpha / beta) ... 5.590 / 5.388 eV
ΔE to the lowest compared entry with this formula, charge and spin ... 81.6 kJ/mol
Calculated total energy ... -78946.7017 eV
HOMO energy (alpha / beta) ... -0.228 / -0.227 Ha

---

No. 2
C38H45BaN7O3S | wB97M-V/def2-TZVPD

Cartesian coordinates (Å):
C -5.0126 0.7183 2.4418
H 5.2302 -5.7939 2.3322
H 1.9202 4.4425 0.3660
Ba 0.3757 0.3381 -0.3172
C 3.5906 -4.6592 1.5406
C -0.4537 3.4048 -4.0026
C -0.7273 0.6010 -3.6451
H -0.4595 -5.0645 2.6445
C -0.1017 -4.3226 -0.3109
C -0.1516 4.6543 -4.5280
H -0.9440 3.8354 3.4670
H 2.9482 -5.5141 1.3764
C -4.4935 0.9628 -0.5716
N -0.8818 -5.4117 -0.0298
O 3.9126 1.6563 -1.4311
H -0.9407 -7.3520 0.6660
H 2.6115 6.1031 -3.1871
H -3.0059 -6.7114 -2.3523
H -0.5411 0.9303 -4.6750
H -3.7689 -0.5623 -2.3335
C -5.9776 0.8710 1.4574
C 3.0609 1.2792 1.8420
C -2.2429 0.5927 -3.3527
C 1.7856 5.3928 -3.1943
C -0.0970 4.7947 1.0249
C 5.1952 -2.4305 1.9361
H -2.5430 3.2821 2.9921
H 4.0465 3.0042 2.6437
H -2.1750 4.9478 1.4621
O 1.3968 -2.0070 0.4109
H -0.2659 5.5296 0.2307
C 4.3214 2.1087 2.0837
H 5.8288 1.9859 0.4757
C -1.4359 4.1438 1.3803
C -0.4939 -6.3988 0.9659
C -3.1780 0.5277 -0.1298
C 5.6711 -3.6925 2.2697
N 0.0222 1.4114 -2.6981
C -2.6894 -0.3957 -2.2636
H 3.5227 -1.3124 1.1439
N 2.8263 1.0696 0.5163
H 0.2822 5.3481 1.8948
C -3.6332 0.7752 2.3874
H -1.4160 -5.9907 -2.6697
C 1.8121 4.5003 -2.1648
N 0.5651 3.0951 -0.6096
H 0.1106 1.8583 2.5792
C 0.8516 5.5586 -4.2352
C 0.8447 3.4734 -1.8087
H -0.6872 -6.7633 3.0985
C 0.1402 2.6887 -2.9146
H -1.5509 -7.4622 -1.6879
H -2.6096 -4.6880 -0.9156
H 5.8135 -1.5538 2.0890
H -1.2532 1.3442 3.5204
H -5.4004 0.5890 3.4517
H -7.0175 0.8984 1.7593
H 6.6665 -3.8069 2.6838
C 3.9199 -2.2842 1.4088
H 0.9504 6.4304 -4.8705
N -2.2987 -0.0012 -0.9120
C 4.8343 2.3842 0.6834
H -0.3706 -0.4338 -3.5764
C -2.0222 -6.5039 -1.9226
C -0.9809 1.8701 2.5963
C -0.9456 -5.9981 2.3615
C -1.4979 3.3176 2.6721
N 1.0291 -4.2994 0.4273
C -2.7205 0.8784 1.2876
C 3.8205 1.6699 -0.2154
H -2.2170 -1.3601 -2.4693
C 3.1121 -3.3979 1.2059
H -4.5405 1.1932 -1.6285
H -6.5250 1.3496 -0.5232
H 5.0010 1.5291 2.7115
C 1.7298 -3.1806 0.6155
H 0.5863 -6.5163 0.9424
H -2.7762 0.3309 -4.2744
C -2.1591 -5.6467 -0.6755
H -3.1395 0.7361 3.3514
H -1.7666 3.5235 0.5442
H -2.0259 -5.8420 2.3980
C -5.6793 1.0723 0.1050
C 4.8650 -4.8067 2.0720
H 1.2559 3.1565 1.3528
H 2.6472 4.5800 -1.4805
H -2.5512 1.6077 -3.0817
N -1.4671 1.2059 1.3932
S -0.6157 -3.2402 -1.5234
C 1.0142 3.8554 0.5483
H -0.7996 4.9386 -5.3567
H -2.8100 -6.1453 0.0529
H 4.8534 3.4419 0.4148
H -1.2617 2.8818 -4.4969
O 2.3474 0.8797 2.7567

Computed properties:
Net charge ... -2
Frontier orbital gap ... 5.799 eV
ΔE to the lowest compared entry with this formula, charge and spin ... 0.8 kJ/mol
Calculated total energy ... -68242.9439 eV
HOMO energy ... -0.058 Ha